No. 1
The following is a quantum chemistry calculation of a single C20H20N4O4S molecule, from the Open Molecules 2025 dataset.

The geometry in XYZ format:
```
49
C20H20N4O4S (ωB97M-V with the def2-TZVPD basis set)
C 6.921 1.218 -0.058
C 5.522 1.015 0.422
C 4.843 -0.189 0.228
C 3.548 -0.253 0.707
N 2.964 0.760 1.326
C 3.698 1.857 1.478
N 3.094 2.902 2.104
S 1.774 2.622 3.142
O 1.443 3.926 3.631
O 2.114 1.608 4.092
C 0.529 2.042 2.016
C 0.064 2.896 1.036
C -0.895 2.456 0.141
C -1.384 1.154 0.241
N -2.350 0.643 -0.622
C -2.883 1.205 -1.747
O -2.636 2.316 -2.150
C -3.832 0.259 -2.471
C -3.034 -0.790 -3.265
O -2.199 -1.581 -2.451
C -2.749 -2.497 -1.595
C -1.871 -3.016 -0.641
C -2.309 -3.949 0.276
C -3.628 -4.377 0.261
C -4.497 -3.868 -0.686
C -4.070 -2.930 -1.612
C -0.908 0.307 1.247
C 0.051 0.751 2.133
N 4.945 2.031 1.047
H 7.581 0.478 0.391
H 7.258 2.214 0.208
H 6.966 1.097 -1.140
H 5.308 -1.022 -0.272
H 2.938 -1.141 0.595
H 3.665 3.714 2.278
H 0.452 3.900 0.987
H -1.265 3.105 -0.635
H -2.606 -0.316 -0.426
H -4.493 -0.232 -1.754
H -4.429 0.842 -3.172
H -2.347 -0.283 -3.948
H -3.716 -1.412 -3.858
H -0.848 -2.673 -0.650
H -1.620 -4.342 1.008
H -3.972 -5.104 0.980
H -5.524 -4.200 -0.711
H -4.771 -2.560 -2.344
H -1.294 -0.700 1.322
H 0.450 0.121 2.910
```

For the highest occupied orbital energy, the calculation gives -8.74 eV. The calculation puts the energy above the lowest of the compared OMol25 structures with the same formula, charge and spin at 38.4 kJ/mol. The spin multiplicity is 1. The value obtained for the total energy is -1692.3329 Ha. For the frontier orbital gap, the calculation gives 9.25 eV.

***

No. 2
The following is a quantum chemistry calculation of a single CH3NO2S2 molecule, from the Open Molecules 2025 dataset.

The geometry in XYZ format:
```
9
CH3NO2S2 (ωB97M-V with the def2-TZVPD basis set)
O 0.015 1.302 0.763
C -0.277 0.239 0.399
N 1.217 -0.664 0.154
S 2.394 0.512 -0.244
O -1.232 -0.490 -0.047
S -2.954 -0.043 -0.087
H 1.430 -1.476 -0.463
H 2.342 1.292 0.809
H -2.936 -0.672 -1.284
```

For the highest occupied orbital energy, the calculation gives -7.97 eV. The calculation puts the energy above the lowest of the compared OMol25 structures with the same formula, charge and spin at 227.6 kJ/mol. The spin multiplicity is 1. The value obtained for the total energy is -1041.4046 Ha. For the frontier orbital gap, the calculation gives 6.95 eV.

***

No. 3
The following is a quantum chemistry calculation of a molecular structure, C18H16Cl10IrN3, from the Open Molecules 2025 dataset.

The geometry in XYZ format:
```
48
C18H16Cl10IrN3 (ωB97M-V with the def2-TZVPD basis set)
Ir 0.262 -0.589 0.031
Cl 2.247 -3.140 2.094
C 0.855 -2.320 2.694
C 0.192 -1.386 1.900
C -0.888 -0.792 2.491
Cl -1.651 0.252 1.213
C -1.403 -0.997 3.749
Cl -2.809 -0.171 4.260
C -0.711 -1.920 4.531
Cl -1.258 -2.257 6.113
C 0.409 -2.581 3.997
Cl 1.232 -3.726 4.960
Cl -3.271 -1.843 -0.742
C -1.835 -2.743 -1.094
C -0.584 -2.218 -0.807
C 0.489 -2.957 -1.231
Cl 1.965 -2.005 -0.963
C 0.465 -4.201 -1.821
Cl 1.914 -5.000 -2.238
C -0.803 -4.742 -2.047
Cl -0.943 -6.283 -2.764
C -1.948 -3.999 -1.709
Cl -3.491 -4.640 -2.067
N -1.711 3.853 -0.094
C -0.553 2.946 -0.452
C -0.380 2.841 -1.952
C 0.710 1.814 -2.279
N 0.327 0.399 -2.010
C 2.006 2.155 -1.532
C 1.842 2.383 -0.021
N 1.680 1.071 0.671
C 0.718 3.390 0.247
H -2.589 3.507 -0.492
H -1.570 4.811 -0.431
H -1.841 3.892 0.921
H -0.826 1.969 -0.075
H -0.039 3.794 -2.366
H -1.319 2.582 -2.447
H 0.895 1.905 -3.352
H 1.039 -0.168 -2.467
H -0.535 0.170 -2.503
H 2.423 3.063 -1.971
H 2.747 1.369 -1.703
H 2.763 2.836 0.355
H 1.582 1.207 1.677
H 2.575 0.598 0.566
H 1.058 4.345 -0.162
H 0.563 3.525 1.320
```

For the highest occupied orbital energy, the calculation gives -13.71 eV. The calculation puts the energy above the lowest of the compared OMol25 structures with the same formula, charge and spin at 13.6 kJ/mol. The total charge is +2. The spin multiplicity is 1. The value obtained for the total energy is -5565.4957 Ha. For the frontier orbital gap, the calculation gives 7.45 eV.

***

No. 4
The following is a quantum chemistry calculation of a molecular structure, C18H21CrN4O, from the Open Molecules 2025 dataset.

The geometry in XYZ format:
```
45
C18H21CrN4O (ωB97M-V with the def2-TZVPD basis set)
Cr 0.518 -0.503 -0.046
C -2.843 -2.203 2.169
C -1.549 -1.935 1.465
N -1.264 -0.775 0.886
N -2.152 0.275 0.893
C -1.605 1.278 0.252
O -0.429 1.275 -0.292
C -2.404 2.534 0.139
C -1.863 3.626 -0.533
C -2.587 4.805 -0.652
C -3.856 4.906 -0.102
C -4.401 3.817 0.571
C -3.681 2.640 0.691
C -0.515 -2.901 1.358
C -0.588 -4.210 1.896
C 0.463 -5.071 1.741
C 1.616 -4.651 1.043
C 1.631 -3.367 0.542
N 0.622 -2.507 0.678
H -3.467 -1.315 2.116
H -2.682 -2.457 3.221
H -3.382 -3.038 1.712
H -0.872 3.526 -0.955
H -2.156 5.649 -1.178
H -4.420 5.826 -0.195
H -5.392 3.888 1.004
H -4.090 1.784 1.210
H -1.480 -4.514 2.428
H 0.408 -6.072 2.152
H 2.466 -5.303 0.900
H 2.477 -2.963 -0.007
C 2.612 1.785 -1.901
C 3.087 0.352 -1.569
C 4.381 0.449 -0.747
C 3.388 -0.376 -2.887
N 2.121 -0.384 -0.836
H 3.357 2.357 -2.467
H 2.388 2.316 -0.974
H 1.689 1.734 -2.481
H 5.157 1.001 -1.289
H 4.750 -0.552 -0.516
H 4.183 0.962 0.196
H 4.143 0.158 -3.474
H 2.476 -0.457 -3.482
H 3.746 -1.387 -2.680
```

For the highest occupied orbital energy (spin up / spin down), the calculation gives -2.20 / -4.31 eV. The expectation value of S² is 6.407. The total charge is -1. The spin multiplicity is 5. The value obtained for the total energy is -2037.2814 Ha. For the frontier orbital gap (spin up / spin down), the calculation gives 5.32 / 7.34 eV.

***

No. 5
The following is a quantum chemistry calculation of 5 unconnected molecules or ions with the total composition C29H55BN5O7S, from the Open Molecules 2025 dataset.

The geometry in XYZ format:
```
98
C29H55BN5O7S (ωB97M-V with the def2-TZVPD basis set)
C -3.054 -4.343 4.492
C -3.132 -3.276 3.714
C -1.956 -2.740 2.915
N -2.282 -2.319 1.554
C -3.299 -3.078 0.810
C -2.671 -3.881 -0.350
C -2.039 -5.176 0.164
O -0.678 -4.866 0.507
C -2.357 -0.962 1.568
N -2.230 -0.136 0.564
B -1.982 -0.594 -0.856
O -0.814 -1.164 -1.163
C -3.105 -0.324 -1.926
C -3.065 1.148 -2.416
N -2.527 -0.534 2.858
C -1.505 -1.401 3.575
C -1.799 -1.201 5.069
C -0.056 -0.941 3.292
C 0.734 -1.731 2.243
C 2.248 -1.449 2.363
C 2.847 -2.357 3.442
S 3.162 -1.530 5.041
C 4.795 -1.004 4.908
N 5.797 -1.492 5.564
N 6.908 -0.792 5.215
C 6.523 0.094 4.354
O 5.214 0.027 4.116
H -3.955 -4.726 4.944
H -2.131 -4.839 4.758
H -4.048 -2.706 3.642
H -1.214 -3.521 3.017
H -4.033 -2.412 0.363
H -3.796 -3.810 1.434
H -3.442 -4.190 -1.051
H -1.859 -3.340 -0.811
H -1.995 -5.918 -0.629
H -2.561 -5.566 1.037
H -0.355 -5.509 1.141
H -2.304 0.845 0.802
H -0.876 -1.666 -1.980
H -3.057 -1.019 -2.762
H -4.085 -0.454 -1.470
H -3.399 1.243 -3.443
H -3.744 1.727 -1.803
H -2.069 1.581 -2.368
H -2.258 0.444 2.962
H -1.546 -2.059 5.681
H -2.835 -0.916 5.199
H -1.213 -0.369 5.448
H 0.519 -0.874 4.208
H -0.126 0.081 2.910
H 0.403 -1.481 1.239
H 0.607 -2.806 2.330
H 2.679 -1.761 1.419
H 2.418 -0.399 2.568
H 2.222 -3.210 3.679
H 3.797 -2.759 3.105
H 7.183 0.797 3.890
C -2.206 5.015 -1.295
C -1.273 4.320 -0.348
O -1.595 3.288 0.212
C 0.075 4.948 -0.125
H -3.136 4.452 -1.358
H -2.426 6.021 -0.937
H -1.753 5.067 -2.286
H -0.046 5.952 0.284
H 0.612 5.008 -1.073
H 0.648 4.346 0.577
C 5.135 -5.246 0.175
C 5.163 -3.771 0.483
O 4.142 -3.134 0.624
C 6.518 -3.123 0.610
H 4.103 -5.584 0.111
H 5.631 -5.438 -0.777
H 5.643 -5.802 0.964
H 7.071 -3.227 -0.324
H 7.082 -3.592 1.417
H 6.394 -2.065 0.832
C -0.909 7.768 -4.963
C 0.023 7.075 -4.004
O -0.300 6.055 -3.434
C 1.374 7.705 -3.782
H -1.841 7.213 -5.031
H -1.121 8.779 -4.612
H -0.454 7.819 -5.953
H 1.255 8.714 -3.383
H 1.922 7.753 -4.724
H 1.943 7.109 -3.072
C -0.705 1.558 -7.659
C -1.476 2.570 -6.845
O -2.343 3.250 -7.336
C -1.114 2.695 -5.383
H -1.064 1.571 -8.685
H 0.358 1.803 -7.652
H -0.848 0.558 -7.246
H -0.069 2.991 -5.280
H -1.276 1.741 -4.878
H -1.740 3.454 -4.919
```

For the highest occupied orbital energy, the calculation gives -11.07 eV. The total charge is +1. The spin multiplicity is 1. The value obtained for the total energy is -2361.3053 Ha. For the frontier orbital gap, the calculation gives 9.00 eV.

***

No. 6
The following is a quantum chemistry calculation of a molecular structure, C5H8O3, from the Open Molecules 2025 dataset.

The geometry in XYZ format:
```
16
C5H8O3 (ωB97M-V with the def2-TZVPD basis set)
C -2.879 0.443 -0.421
C -0.828 -0.411 0.116
C 0.529 -0.792 -0.234
C 1.676 0.021 -0.026
C 2.925 -0.292 -0.467
H -3.171 1.032 -1.278
H -3.542 -0.449 0.010
H -2.997 1.215 0.365
H 0.696 -1.838 -0.561
H 3.641 0.468 -1.121
H 2.805 -1.267 -0.943
H 3.840 -0.482 0.510
H 2.119 1.722 0.837
O -1.549 0.205 -0.745
O -1.327 -0.761 1.204
O 1.385 1.279 0.588
```

For the highest occupied orbital energy, the calculation gives -8.68 eV. The calculation puts the energy above the lowest of the compared OMol25 structures with the same formula, charge and spin at 333.2 kJ/mol. The spin multiplicity is 1. The value obtained for the total energy is -420.9292 Ha. For the frontier orbital gap, the calculation gives 9.36 eV.

***

No. 7
The following is a quantum chemistry calculation of a molecular structure, C23H23N4PdS5, from the Open Molecules 2025 dataset.

The geometry in XYZ format:
```
56
C23H23N4PdS5 (ωB97M-V with the def2-TZVPD basis set)
Pd 0.045 0.060 -0.023
C -1.872 2.196 0.869
C -2.163 1.352 2.100
C -0.999 0.637 2.741
C -0.978 0.533 4.128
C -0.005 -0.208 4.766
C 0.961 -0.842 3.997
C 0.919 -0.676 2.635
N -0.031 0.051 2.009
N -1.742 1.376 -0.347
C -2.943 0.579 -0.655
C -2.865 -0.889 -0.261
C -4.016 -1.662 -0.262
C -3.922 -3.000 0.074
C -2.683 -3.527 0.417
C -1.586 -2.692 0.394
N -1.677 -1.398 0.047
C -1.309 2.162 -1.517
C -0.720 1.224 -2.533
C -0.850 1.410 -3.896
C -0.250 0.510 -4.765
C 0.463 -0.561 -4.245
C 0.562 -0.689 -2.876
N -0.012 0.185 -2.039
H -2.671 2.935 0.747
H -0.940 2.747 1.002
H -2.600 2.009 2.851
H -2.927 0.601 1.883
H -1.746 1.035 4.701
H 0.000 -0.297 5.844
H 1.734 -1.448 4.447
H 1.662 -1.138 2.002
H -3.819 1.033 -0.183
H -3.119 0.618 -1.732
H -4.969 -1.222 -0.526
H -4.805 -3.626 0.075
H -2.572 -4.566 0.696
H -0.603 -3.054 0.664
H -2.134 2.737 -1.949
H -0.548 2.877 -1.200
H -1.418 2.249 -4.273
H -0.345 0.638 -5.835
H 0.934 -1.289 -4.891
H 1.107 -1.505 -2.420
C 5.067 2.537 0.592
S 5.726 1.589 -0.812
C 5.110 0.019 -0.702
C 3.717 -0.441 -0.362
S 2.480 0.573 -0.083
S 3.509 -2.144 -0.420
C 5.112 -2.584 -0.995
S 5.622 -4.060 -1.247
S 6.171 -1.175 -1.180
H 5.493 3.530 0.453
H 5.455 2.097 1.507
H 3.987 2.593 0.586
```

For the highest occupied orbital energy, the calculation gives -16.91 eV. The calculation puts the energy above the lowest of the compared OMol25 structures with the same formula, charge and spin at 0.0 kJ/mol. The total charge is +3. The spin multiplicity is 1. The value obtained for the total energy is -3227.1351 Ha. For the frontier orbital gap, the calculation gives 5.18 eV.

***

No. 8
The following is a quantum chemistry calculation of a molecular structure, C62H53N6OP2PbS2, from the Open Molecules 2025 dataset.

The geometry in XYZ format:
```
127
C62H53N6OP2PbS2 (ωB97M-V with the def2-TZVPD basis set)
Pb 0.390 -1.481 -0.834
C 1.273 -2.226 6.233
C 0.194 -2.097 5.162
C -0.534 0.232 4.407
C -1.449 0.271 3.456
C -1.295 -0.852 2.443
N -1.375 -0.419 1.070
C -2.463 0.218 0.675
C -3.607 0.470 1.502
C -4.515 1.445 1.206
C -4.410 2.198 0.031
C -5.385 3.290 -0.260
C -3.459 1.795 -0.902
C -2.541 0.794 -0.646
N -1.772 0.238 -1.704
C -1.849 1.839 -3.797
C -1.384 -0.061 -4.751
C -1.294 -1.430 -4.170
N -1.710 -1.814 -3.045
C 0.158 -2.890 2.933
C 0.202 -3.259 4.213
N -0.071 -3.756 1.867
C -0.161 -5.104 1.966
C -0.666 -5.578 0.781
C -0.867 -4.433 0.002
N -0.493 -3.350 0.663
H 1.376 -1.297 6.787
H 2.232 -2.467 5.782
H 1.008 -3.014 6.933
H -0.476 0.902 5.250
H -2.236 1.000 3.378
H -3.758 -0.135 2.381
H -5.345 1.627 1.874
H -5.676 3.795 0.659
H -6.290 2.872 -0.704
H -4.969 4.023 -0.948
H -3.487 2.242 -1.884
H -1.955 2.904 -3.932
H -1.072 -0.066 -5.796
H -0.769 -2.181 -4.755
H 0.158 -4.263 4.594
H 0.119 -5.634 2.850
H -0.854 -6.596 0.508
H -1.267 -4.357 -0.991
S 2.656 -0.841 -2.211
C 2.667 -1.803 -3.643
C 3.504 -1.391 -4.695
C 3.597 -2.115 -5.855
C 2.841 -3.283 -6.016
C 2.011 -3.701 -5.010
C 1.904 -2.988 -3.803
S 0.883 -3.646 -2.590
H 4.074 -0.483 -4.567
H 4.252 -1.786 -6.647
H 2.912 -3.851 -6.930
H 1.423 -4.600 -5.107
N 2.409 -3.150 0.092
C 3.153 -2.911 1.290
C 4.214 -3.725 1.667
C 4.957 -3.431 2.797
C 4.668 -2.294 3.535
C 3.617 -1.476 3.164
C 2.829 -1.796 2.063
P 1.392 -0.806 1.530
C 2.058 0.869 1.788
C 1.635 1.867 2.651
C 2.232 3.119 2.603
C 3.227 3.392 1.683
C 3.648 2.398 0.811
C 3.073 1.146 0.869
C 0.137 -1.388 2.789
C 0.436 -0.885 4.215
C -1.165 -1.974 5.810
C -2.357 -2.106 5.234
C -2.723 -2.446 3.866
C -2.322 -1.938 2.703
H 3.030 -3.049 -0.710
H 2.058 -4.103 0.051
H 4.464 -4.588 1.064
H 5.775 -4.074 3.086
H 5.270 -2.044 4.395
H 3.423 -0.574 3.725
H 0.837 1.684 3.352
H 1.896 3.891 3.281
H 3.665 4.378 1.636
H 4.410 2.608 0.074
H 3.384 0.376 0.175
H 1.467 -0.552 4.334
H -1.145 -1.734 6.865
H -3.228 -2.010 5.874
H -3.508 -3.195 3.819
H -2.752 -2.338 1.795
O 0.631 1.318 -0.621
P -0.087 2.242 -1.518
C 1.058 3.162 -2.619
C 2.251 2.520 -2.936
C 3.169 3.117 -3.781
C 2.916 4.375 -4.304
C 1.751 5.037 -3.955
C 0.824 4.438 -3.118
C -1.217 1.222 -2.588
C -0.613 0.982 -3.943
C -2.673 0.811 -4.583
C -3.864 0.198 -3.928
C -3.798 -0.597 -2.872
C -2.493 -0.956 -2.198
C -1.048 3.512 -0.636
C -1.870 4.429 -1.283
C -2.451 5.462 -0.574
C -2.232 5.575 0.789
C -1.456 4.635 1.446
C -0.855 3.611 0.735
H 2.454 1.548 -2.511
H 4.083 2.603 -4.032
H 3.628 4.841 -4.968
H 1.558 6.029 -4.335
H -0.067 4.981 -2.845
H 0.399 1.277 -4.182
H -2.970 1.231 -5.545
H -4.822 0.430 -4.373
H -4.692 -1.040 -2.457
H -2.710 -1.547 -1.298
H -2.070 4.331 -2.339
H -3.065 6.185 -1.090
H -2.667 6.398 1.334
H -1.307 4.715 2.511
H -0.233 2.876 1.223
```

For the highest occupied orbital energy (spin up / spin down), the calculation gives -9.32 / -9.06 eV. The total charge is +1. The spin multiplicity is 1. The value obtained for the total energy is -4469.8115 Ha. For the frontier orbital gap (spin up / spin down), the calculation gives 5.44 / 5.31 eV.

***

> Which formula does entry 6 have?

C5H8O3